Entry 1:
DFT (ωB97M-V/def2-TZVPD) results for a gas-phase ion, C3H10N2OPS (charge +1) at a distorted geometry.

Element x y z (Å)
C  -1.18  -1.80  -0.52
C  1.35  2.47  -0.36
C  0.22  1.41  -0.10
N  -2.38  -2.21  -0.74
N  -0.74  -1.00  0.42
O  1.07  -0.13  2.02
P  0.91  -0.30  0.46
S  2.36  -1.41  -0.31
H  -0.43  -2.37  -1.11
H  1.66  2.95  0.58
H  2.33  1.92  -0.57
H  0.95  3.15  -1.02
H  -0.34  1.11  -0.95
H  -0.47  1.81  0.68
H  -2.71  -2.95  -1.43
H  -3.18  -1.82  -0.27
H  -1.35  -0.37  0.84
H  1.93  -0.48  2.40

Summary:
charge	+1
E_LUMO	-3.64	eV
HOMO energy	-13.1	eV
relative energy (zero: lowest compared OMol25 entry of this formula, charge and spin)	0.0	kJ/mol
E	-1044.4023	Eh
multiplicity	1
structure (SMILES)	CC[P@](O)(=S)/[NH+]=C/N
orbital gap	0.347	hartree


Entry 2:
DFT (ωB97M-V/def2-TZVPD) results for a molecular structure, C15H28CsN9OS4 at a distorted geometry.

Element x y z (Å)
Cs  1.96  -0.66  1.44
N  -1.83  1.33  -1.42
C  -1.98  0.86  -2.79
C  -2.36  -0.62  -2.78
N  -1.37  -1.42  -2.08
C  -1.92  -2.40  -1.15
C  -2.37  -1.75  0.15
N  -2.84  -2.78  1.09
C  -0.33  -1.93  -2.96
C  0.98  -2.27  -2.24
N  0.92  -3.54  -1.54
H  -1.35  2.22  -1.39
H  -1.19  0.68  -0.96
H  -1.06  0.99  -3.39
H  -2.78  1.43  -3.28
H  -2.48  -0.96  -3.82
H  -3.32  -0.72  -2.28
H  -1.12  -3.10  -0.91
H  -2.75  -2.97  -1.60
H  -3.20  -1.06  -0.03
H  -1.53  -1.17  0.55
H  -2.85  -2.40  2.03
H  -2.14  -3.52  1.12
H  -0.12  -1.15  -3.70
H  -0.68  -2.82  -3.52
H  1.15  -1.47  -1.51
H  1.81  -2.22  -2.97
H  1.68  -3.59  -0.86
H  1.06  -4.31  -2.19
S  3.32  -3.48  0.68
S  2.07  -4.01  2.22
S  2.31  -2.81  3.91
S  0.77  -1.50  4.19
N  4.47  -0.54  -1.35
C  3.74  0.57  -0.95
O  2.55  0.44  -0.62
C  4.42  1.83  -0.97
C  5.75  1.94  -1.42
N  6.84  2.02  -1.81
C  3.75  3.01  -0.57
N  3.21  3.97  -0.23
H  5.47  -0.44  -1.36
H  4.11  -1.44  -1.06
C  -3.85  3.20  2.61
C  -2.39  2.88  2.60
C  -1.38  3.20  3.47
C  -0.21  2.60  2.92
N  -0.51  1.96  1.81
N  -1.83  2.13  1.63
C  1.18  2.60  3.46
H  -4.04  4.00  3.32
H  -4.44  2.33  2.91
H  -4.20  3.52  1.63
H  -1.45  3.79  4.37
H  -2.24  1.78  0.78
H  1.30  3.40  4.19
H  1.90  2.74  2.66
H  1.38  1.65  3.96

Summary:
charge	-2
E_LUMO	3.86	eV
HOMO energy	-0.8	eV
relative energy (zero: lowest compared OMol25 entry of this formula, charge and spin)	75.1	kJ/mol
E	-2769.4218	Eh
multiplicity	1
orbital gap	0.173	hartree


Entry 3:
DFT (ωB97M-V/def2-TZVPD) results for a molecular structure, C2H2OS2 at a distorted geometry.

Element x y z (Å)
C  1.04  -0.81  0.61
C  0.17  0.20  0.05
O  1.76  -1.57  0.04
S  -0.47  1.50  0.68
S  -0.20  -0.07  -2.17
H  0.98  -0.76  1.72
H  -1.14  0.87  -2.18

Summary:
E_LUMO	-2.10	eV
HOMO energy	-9.5	eV
relative energy (zero: lowest compared OMol25 entry of this formula, charge and spin)	188.6	kJ/mol
E	-948.9332	Eh
multiplicity	1
orbital gap	0.270	hartree


Entry 4:
DFT (ωB97M-V/def2-TZVPD) results for a molecular structure, C18H27As2I2MnN4O2S at a distorted geometry.

Element x y z (Å)
Mn  0.51  -1.30  0.69
N  0.34  -3.27  1.00
N  0.55  -2.54  2.17
C  1.81  -1.84  2.14
O  2.20  -1.31  3.16
O  2.26  -1.74  0.97
H  -0.45  -3.91  1.06
H  1.18  -3.80  0.72
H  0.29  -2.94  3.08
C  -2.62  0.67  -0.34
As  -1.85  -0.99  0.32
C  -3.16  -1.44  1.71
C  -2.16  -2.19  -1.20
C  -3.36  -2.85  -1.43
C  -3.49  -3.67  -2.54
C  -2.43  -3.83  -3.42
C  -1.23  -3.16  -3.21
C  -1.09  -2.35  -2.09
As  0.60  -1.42  -1.66
C  2.03  -2.57  -2.31
C  0.71  0.05  -2.93
H  -3.62  0.46  -0.73
H  -1.99  1.08  -1.14
H  -2.69  1.39  0.48
H  -4.18  -1.20  1.36
H  -2.96  -0.79  2.57
H  -3.12  -2.48  2.03
H  -4.19  -2.73  -0.74
H  -4.41  -4.20  -2.71
H  -2.55  -4.48  -4.28
H  -0.42  -3.27  -3.92
H  2.07  -2.54  -3.41
H  1.90  -3.60  -1.98
H  2.98  -2.19  -1.92
H  0.51  -0.33  -3.94
H  1.74  0.44  -2.89
H  0.01  0.85  -2.69
I  5.13  -2.11  1.39
I  7.74  -2.45  1.70
N  2.68  1.27  2.55
C  1.77  1.91  1.83
S  0.64  1.09  0.81
N  1.80  3.26  1.88
C  1.01  4.28  1.37
C  1.58  5.57  1.45
C  0.86  6.67  1.01
C  -0.42  6.50  0.49
C  -0.99  5.23  0.43
C  -0.28  4.12  0.86
H  2.70  0.25  2.70
H  3.29  1.79  3.16
H  2.58  3.63  2.42
H  2.57  5.69  1.85
H  1.30  7.65  1.07
H  -0.98  7.36  0.16
H  -2.00  5.11  0.09
H  -0.73  3.14  0.85

Summary:
charge	+3
E_LUMO (alpha / beta)	-9.54 / -12.45	eV
HOMO energy (alpha / beta)	-14.9 / -14.9	eV
relative energy (zero: lowest compared OMol25 entry of this formula, charge and spin)	198.8	kJ/mol
⟨S²⟩	3.817
E	-7686.7020	Eh
multiplicity	4
orbital gap (alpha / beta)	0.197 / 0.090	hartree


Entry 5:
DFT (ωB97M-V/def2-TZVPD) results for 2 unconnected molecules or ions with the total composition C3H2OS at a distorted geometry.

Element x y z (Å)
C  -1.34  -0.06  0.03
C  -1.04  1.18  0.47
C  -0.28  0.08  0.97
O  2.63  -1.54  -1.28
S  3.28  -1.23  0.00
H  -1.97  -0.63  -0.61
H  -1.28  2.21  0.41

Summary:
E_LUMO (alpha / beta)	-1.14 / -1.16	eV
HOMO energy (alpha / beta)	-8.9 / -8.8	eV
relative energy (zero: lowest compared OMol25 entry of this formula, charge and spin)	439.9	kJ/mol
E	-588.7153	Eh
multiplicity	1
structure (SMILES)	C1=CC=1.O=S
orbital gap (alpha / beta)	0.286 / 0.282	hartree


Entry 6:
DFT (ωB97M-V/def2-TZVPD) results for 2 unconnected molecules or ions with the total composition C5H16N6 at a distorted geometry.

Element x y z (Å)
C  0.20  2.55  -1.44
C  -0.66  1.58  -1.96
C  1.71  2.15  -0.94
C  2.40  0.96  -1.42
C  -0.66  -0.27  -0.17
N  -0.12  3.87  -1.24
N  -1.65  1.91  -2.74
N  2.34  3.17  -0.31
N  -1.56  -7.39  5.85
N  -0.66  0.30  -1.51
N  -2.16  -6.89  4.87
H  3.40  0.83  -1.08
H  2.45  1.04  -2.60
H  1.94  0.00  -1.32
H  -1.43  -1.12  -0.18
H  0.29  -0.80  0.14
H  -1.23  0.32  0.58
H  0.47  4.52  -1.57
H  -1.06  4.02  -1.45
H  -1.58  2.74  -3.20
H  -2.11  1.12  -3.25
H  3.24  2.96  0.08
H  1.81  4.00  0.06
H  -0.70  -6.88  6.14
H  -2.01  -8.14  6.36
H  -0.92  -0.42  -2.13
H  -1.74  -6.11  4.42

Summary:
charge	+2
E_LUMO	-9.22	eV
HOMO energy	-12.4	eV
relative energy (zero: lowest compared OMol25 entry of this formula, charge and spin)	86.9	kJ/mol
E	-527.9441	Eh
multiplicity	1
orbital gap	0.116	hartree


Entry 7:
DFT (ωB97M-V/def2-TZVPD) results for a molecular structure, C37H39B2F4N6O6PTi at a distorted geometry.

Element x y z (Å)
Ti  -1.19  1.13  0.31
C  -4.99  0.50  2.41
C  -3.79  1.07  1.74
N  -3.31  0.66  0.63
O  -3.91  -0.37  0.00
B  -3.81  -0.33  -1.50
F  -4.39  0.86  -1.95
F  -4.42  -1.47  -1.95
O  -2.40  -0.37  -2.06
N  -1.70  0.75  -1.74
C  -1.35  1.56  -2.67
C  -1.62  1.34  -4.12
C  -0.75  2.80  -2.16
N  -0.91  2.96  -0.90
O  -0.36  4.04  -0.34
B  -1.15  4.65  0.82
F  -2.38  5.06  0.33
F  -0.35  5.66  1.29
O  -1.36  3.70  1.97
N  -2.10  2.63  1.59
C  -3.08  2.24  2.31
C  -3.49  2.87  3.59
C  -0.06  3.81  -3.01
H  -5.45  -0.25  1.77
H  -5.72  1.28  2.63
H  -4.71  0.03  3.36
H  -2.05  0.35  -4.27
H  -0.71  1.44  -4.70
H  -2.33  2.09  -4.48
H  -3.00  3.84  3.70
H  -3.17  2.23  4.42
H  -4.57  2.99  3.65
H  0.11  3.44  -4.02
H  0.89  4.09  -2.55
H  -0.66  4.72  -3.06
N  -0.94  -0.94  0.07
P  -0.65  -2.48  -0.07
C  -2.18  -3.42  -0.22
C  -3.21  -3.14  0.67
C  -4.42  -3.80  0.56
C  -4.61  -4.72  -0.47
C  -3.60  -4.98  -1.38
C  -2.38  -4.33  -1.26
C  0.31  -2.96  1.39
C  1.70  -3.00  1.32
C  2.45  -3.28  2.45
C  1.81  -3.51  3.67
C  0.43  -3.44  3.74
C  -0.32  -3.16  2.62
C  0.36  -2.91  -1.51
C  0.92  -4.17  -1.68
C  1.68  -4.45  -2.81
C  1.87  -3.47  -3.78
C  1.30  -2.21  -3.62
C  0.54  -1.93  -2.48
H  -3.09  -2.37  1.41
H  -5.22  -3.58  1.24
H  -5.57  -5.23  -0.56
H  -3.76  -5.67  -2.19
H  -1.60  -4.52  -1.99
H  2.21  -2.82  0.38
H  3.53  -3.31  2.39
H  2.40  -3.71  4.55
H  -0.07  -3.59  4.69
H  -1.40  -3.09  2.70
H  0.78  -4.94  -0.93
H  2.12  -5.43  -2.94
H  2.45  -3.68  -4.66
H  1.43  -1.45  -4.38
H  0.08  -0.96  -2.35
C  7.13  3.37  0.82
C  5.78  2.78  0.54
C  4.67  3.18  1.28
C  3.40  2.65  1.05
C  2.26  3.12  1.90
C  3.27  1.68  0.03
C  1.99  1.08  -0.28
O  0.92  1.35  0.25
C  4.39  1.26  -0.73
C  4.29  0.23  -1.82
C  5.62  1.82  -0.45
H  7.07  4.23  1.48
H  7.63  3.67  -0.10
H  7.77  2.62  1.31
H  4.79  3.92  2.06
H  2.62  3.84  2.64
H  1.78  2.29  2.42
H  1.49  3.60  1.29
H  1.99  0.29  -1.05
H  3.95  -0.74  -1.44
H  5.27  0.08  -2.27
H  3.60  0.53  -2.61
H  6.49  1.51  -1.03
O  1.11  -0.18  3.78
C  0.23  0.10  3.03
N  -0.65  0.39  2.28

Summary:
E_LUMO (alpha / beta)	-0.58 / -1.36	eV
HOMO energy (alpha / beta)	-7.8 / -8.7	eV
relative energy (zero: lowest compared OMol25 entry of this formula, charge and spin)	70.3	kJ/mol
⟨S²⟩	2.009
E	-3853.6337	Eh
multiplicity	3
orbital gap (alpha / beta)	0.264 / 0.269	hartree


Entry 8:
DFT (ωB97M-V/def2-TZVPD) results for 2 unconnected molecules or ions with the total composition C4H13NOS at a distorted geometry.

Element x y z (Å)
C  1.36  -0.66  0.61
N  -0.02  -0.88  0.08
C  -1.10  -0.76  1.02
C  -1.85  0.55  0.83
S  -2.41  0.90  -0.94
C  1.77  0.80  0.68
H  2.07  -1.13  -0.09
H  1.41  -1.25  1.53
H  -0.07  -0.34  -0.80
H  -1.77  -1.66  0.91
H  -0.73  -0.85  2.12
H  -1.30  1.40  1.23
H  -2.90  0.69  1.12
H  -2.54  -0.23  -1.61
H  2.65  1.03  -0.04
H  2.22  1.04  1.65
H  0.93  1.44  0.44
H  0.60  -0.88  -2.82
H  1.00  0.73  -3.26
O  0.68  0.06  -2.66

Summary:
charge	+1
E_LUMO (alpha / beta)	-3.86 / -8.65	eV
HOMO energy (alpha / beta)	-12.6 / -12.6	eV
relative energy (zero: lowest compared OMol25 entry of this formula, charge and spin)	230.0	kJ/mol
⟨S²⟩	0.753
E	-687.9942	Eh
multiplicity	2
orbital gap (alpha / beta)	0.322 / 0.145	hartree


Copy entry 7 word for word.
DFT (ωB97M-V/def2-TZVPD) results for a molecular structure, C37H39B2F4N6O6PTi at a distorted geometry.

Element x y z (Å)
Ti  -1.19  1.13  0.31
C  -4.99  0.50  2.41
C  -3.79  1.07  1.74
N  -3.31  0.66  0.63
O  -3.91  -0.37  0.00
B  -3.81  -0.33  -1.50
F  -4.39  0.86  -1.95
F  -4.42  -1.47  -1.95
O  -2.40  -0.37  -2.06
N  -1.70  0.75  -1.74
C  -1.35  1.56  -2.67
C  -1.62  1.34  -4.12
C  -0.75  2.80  -2.16
N  -0.91  2.96  -0.90
O  -0.36  4.04  -0.34
B  -1.15  4.65  0.82
F  -2.38  5.06  0.33
F  -0.35  5.66  1.29
O  -1.36  3.70  1.97
N  -2.10  2.63  1.59
C  -3.08  2.24  2.31
C  -3.49  2.87  3.59
C  -0.06  3.81  -3.01
H  -5.45  -0.25  1.77
H  -5.72  1.28  2.63
H  -4.71  0.03  3.36
H  -2.05  0.35  -4.27
H  -0.71  1.44  -4.70
H  -2.33  2.09  -4.48
H  -3.00  3.84  3.70
H  -3.17  2.23  4.42
H  -4.57  2.99  3.65
H  0.11  3.44  -4.02
H  0.89  4.09  -2.55
H  -0.66  4.72  -3.06
N  -0.94  -0.94  0.07
P  -0.65  -2.48  -0.07
C  -2.18  -3.42  -0.22
C  -3.21  -3.14  0.67
C  -4.42  -3.80  0.56
C  -4.61  -4.72  -0.47
C  -3.60  -4.98  -1.38
C  -2.38  -4.33  -1.26
C  0.31  -2.96  1.39
C  1.70  -3.00  1.32
C  2.45  -3.28  2.45
C  1.81  -3.51  3.67
C  0.43  -3.44  3.74
C  -0.32  -3.16  2.62
C  0.36  -2.91  -1.51
C  0.92  -4.17  -1.68
C  1.68  -4.45  -2.81
C  1.87  -3.47  -3.78
C  1.30  -2.21  -3.62
C  0.54  -1.93  -2.48
H  -3.09  -2.37  1.41
H  -5.22  -3.58  1.24
H  -5.57  -5.23  -0.56
H  -3.76  -5.67  -2.19
H  -1.60  -4.52  -1.99
H  2.21  -2.82  0.38
H  3.53  -3.31  2.39
H  2.40  -3.71  4.55
H  -0.07  -3.59  4.69
H  -1.40  -3.09  2.70
H  0.78  -4.94  -0.93
H  2.12  -5.43  -2.94
H  2.45  -3.68  -4.66
H  1.43  -1.45  -4.38
H  0.08  -0.96  -2.35
C  7.13  3.37  0.82
C  5.78  2.78  0.54
C  4.67  3.18  1.28
C  3.40  2.65  1.05
C  2.26  3.12  1.90
C  3.27  1.68  0.03
C  1.99  1.08  -0.28
O  0.92  1.35  0.25
C  4.39  1.26  -0.73
C  4.29  0.23  -1.82
C  5.62  1.82  -0.45
H  7.07  4.23  1.48
H  7.63  3.67  -0.10
H  7.77  2.62  1.31
H  4.79  3.92  2.06
H  2.62  3.84  2.64
H  1.78  2.29  2.42
H  1.49  3.60  1.29
H  1.99  0.29  -1.05
H  3.95  -0.74  -1.44
H  5.27  0.08  -2.27
H  3.60  0.53  -2.61
H  6.49  1.51  -1.03
O  1.11  -0.18  3.78
C  0.23  0.10  3.03
N  -0.65  0.39  2.28

Summary:
E_LUMO (alpha / beta)	-0.58 / -1.36	eV
HOMO energy (alpha / beta)	-7.8 / -8.7	eV
relative energy (zero: lowest compared OMol25 entry of this formula, charge and spin)	70.3	kJ/mol
⟨S²⟩	2.009
E	-3853.6337	Eh
multiplicity	3
orbital gap (alpha / beta)	0.264 / 0.269	hartree